ORCA calculation (ωB97M-V/def2-TZVPD) on a structure of composition C51H48As2ClIrN7O2P.

The geometry in XYZ format:
```
113
Properties=species:S:1:pos:R:3:mulliken_charge:R:1
Ir -0.113 0.318 -0.256 1.033
C -0.375 -0.958 5.145 -0.913
N 0.111 -0.944 3.770 0.222
C 1.050 -1.786 3.258 -1.641
C 1.202 -1.443 1.956 0.234
N 0.376 -0.382 1.661 1.099
C -0.278 -0.119 2.781 0.456
P -1.673 0.991 2.883 -0.678
C -1.014 2.350 1.894 -0.259
N -0.680 2.257 0.618 0.278
C -0.429 3.525 0.176 -0.454
C -0.625 4.396 1.205 -0.993
N -1.004 3.643 2.283 0.400
C -1.310 4.158 3.615 -0.902
C -2.542 0.165 1.527 -0.376
N -2.076 0.047 0.290 -0.015
C -2.994 -0.671 -0.426 -0.591
C -4.028 -0.985 0.394 -0.701
N -3.734 -0.451 1.623 0.338
C -4.556 -0.591 2.819 -0.861
H 0.352 -1.481 5.759 0.375
H -1.332 -1.473 5.208 0.299
H -0.482 0.059 5.515 0.357
H 1.507 -2.562 3.846 0.773
H 1.822 -1.910 1.229 -0.548
H -0.174 3.726 -0.847 0.601
H -0.538 5.467 1.259 0.483
H -1.132 5.229 3.615 0.335
H -0.665 3.689 4.356 0.345
H -2.351 3.970 3.870 0.345
H -2.839 -0.915 -1.461 0.603
H -4.935 -1.533 0.214 0.509
H -5.520 -0.997 2.525 0.357
H -4.709 0.375 3.293 0.337
H -4.086 -1.276 3.523 0.310
C 4.102 0.744 -0.501 -2.021
C 4.004 -0.783 -0.618 -1.233
As 2.239 -1.470 -1.109 2.475
C 2.592 -3.381 -0.880 0.976
C 3.255 -3.859 0.251 -0.417
C 3.512 -5.216 0.402 -1.016
C 3.095 -6.113 -0.569 -0.716
C 2.414 -5.649 -1.685 -0.803
C 2.165 -4.292 -1.840 -0.393
C 2.251 -1.417 -3.052 0.147
C 3.416 -1.327 -3.808 -0.900
C 3.351 -1.319 -5.196 -0.799
C 2.121 -1.418 -5.834 -0.864
C 0.958 -1.524 -5.084 -1.152
C 1.021 -1.519 -3.696 0.502
As 2.516 1.700 0.185 1.611
C 3.161 3.480 -0.303 0.729
C 4.283 4.016 0.330 -0.661
C 4.779 5.255 -0.049 -0.816
C 4.157 5.974 -1.062 -0.608
C 3.043 5.448 -1.698 -1.333
C 2.549 4.204 -1.319 -0.177
C 2.838 1.783 2.093 -0.019
C 3.498 0.773 2.781 -0.449
C 3.630 0.833 4.165 -0.669
C 3.098 1.904 4.868 -0.815
C 2.442 2.922 4.184 -0.847
C 2.309 2.860 2.804 -0.305
H 4.284 1.206 -1.473 0.654
H 4.939 1.020 0.145 0.797
H 4.212 -1.241 0.351 0.451
H 4.754 -1.174 -1.305 0.887
H 3.588 -3.185 1.033 0.209
H 4.037 -5.569 1.280 0.431
H 3.300 -7.170 -0.457 0.396
H 2.073 -6.344 -2.441 0.456
H 1.637 -3.949 -2.720 0.349
H 4.383 -1.260 -3.328 0.339
H 4.260 -1.243 -5.778 0.417
H 2.071 -1.420 -6.915 0.397
H -0.001 -1.605 -5.580 0.501
H 0.113 -1.576 -3.106 0.190
H 4.771 3.471 1.130 0.365
H 5.654 5.659 0.444 0.440
H 4.544 6.941 -1.356 0.406
H 2.557 6.000 -2.492 0.480
H 1.694 3.794 -1.840 0.410
H 3.925 -0.067 2.245 0.249
H 4.155 0.045 4.690 0.482
H 3.215 1.959 5.943 0.425
H 2.053 3.775 4.727 0.545
H 1.821 3.669 2.271 0.716
Cl -2.303 -8.159 -2.226 -0.218
C -1.952 -6.595 -1.550 0.466
C -1.507 -5.581 -2.382 -1.227
C -1.224 -4.339 -1.836 0.177
C -1.383 -4.107 -0.475 0.024
C -1.837 -5.138 0.339 -0.428
C -2.122 -6.387 -0.190 -0.861
C -1.084 -2.762 0.132 0.646
O -1.372 -2.564 1.313 -0.901
O -0.527 -1.926 -0.678 -0.508
H -1.388 -5.767 -3.441 0.453
H -0.875 -3.535 -2.470 0.477
H -1.959 -4.945 1.396 0.444
H -2.474 -7.194 0.437 0.443
N -0.344 1.062 -1.957 0.322
C 0.106 1.684 -3.029 -0.243
C -0.836 2.291 -3.916 -0.341
C -0.414 2.966 -5.038 -0.691
C 0.947 3.062 -5.337 -0.866
C 1.890 2.466 -4.496 -1.001
C 1.488 1.791 -3.367 0.882
H -1.887 2.199 -3.676 0.499
H -1.143 3.422 -5.695 0.417
H 1.270 3.594 -6.222 0.476
H 2.944 2.538 -4.730 0.541
H 2.213 1.320 -2.716 0.448
```

As for the LUMO energy (alpha / beta): -2.38 / -2.50 eV. The net charge is +1. The molecular weight comes out at 1199.48 g/mol. As for the spin multiplicity: 2. The value obtained for the energy is -214512.70360 eV. For the highest occupied orbital energy (alpha / beta), the calculation gives -0.3298 / -0.3229 Eh.

ORCA calculation (ωB97M-V/def2-TZVPD) on a cluster of 5 separate species, C32H70ClNO5S in total.

The geometry in XYZ format:
```
110
Properties=species:S:1:pos:R:3:mulliken_charge:R:1
C 7.716 -1.701 2.714 -0.774
C 7.852 -0.233 2.044 -0.327
O 6.759 0.559 2.609 -0.280
C 6.019 1.096 1.493 -0.394
C 4.696 1.900 1.911 0.428
O 4.864 3.016 2.456 -0.487
O 3.427 1.324 1.595 -0.270
C 2.666 0.971 2.771 0.808
S 3.701 0.641 4.292 -0.188
C 1.936 -0.447 2.412 -1.151
C 0.366 -0.308 2.138 0.050
C -0.222 -1.830 2.103 -0.955
Cl -0.018 0.377 0.455 -0.143
O 1.656 1.938 3.157 -0.152
N 1.807 3.148 2.520 0.042
O 1.082 3.227 1.581 -0.132
H 6.707 -2.112 2.340 0.128
H 8.596 -2.386 2.491 0.350
H 7.624 -1.509 3.849 0.225
H 7.764 -0.352 0.900 0.291
H 8.883 0.213 2.239 0.301
H 5.726 0.333 0.696 0.350
H 6.709 1.870 0.980 0.305
H 3.977 -0.714 4.384 0.173
H 2.408 -0.912 1.471 0.228
H 2.062 -1.221 3.247 0.433
H -0.218 0.215 2.970 0.343
H -1.339 -1.733 1.838 0.271
H -0.066 -2.362 3.105 0.412
H 0.315 -2.339 1.229 0.037
C -5.970 4.438 0.818 -1.242
C -4.965 4.712 -0.293 -0.362
C -4.271 3.447 -0.800 -0.655
C -3.425 2.709 0.243 -0.311
C -2.315 3.545 0.886 -0.444
C -1.274 4.025 -0.113 -0.931
H -5.490 4.011 1.702 0.285
H -6.457 5.367 1.124 0.388
H -6.746 3.746 0.478 0.293
H -4.228 5.445 0.050 0.238
H -5.492 5.179 -1.132 0.397
H -3.644 3.710 -1.658 0.155
H -5.029 2.754 -1.184 0.416
H -2.975 1.830 -0.236 0.037
H -4.076 2.319 1.033 0.338
H -1.817 2.932 1.646 0.181
H -2.742 4.402 1.416 0.366
H -0.800 3.178 -0.618 0.226
H -0.493 4.591 0.401 0.399
H -1.710 4.679 -0.872 0.262
C 2.731 8.017 -5.000 -1.188
C 1.394 7.495 -5.510 -0.360
C 0.255 7.683 -4.507 -0.763
C 0.426 6.931 -3.183 -0.652
C 0.598 5.416 -3.315 -0.219
C -0.609 4.730 -3.937 -1.251
H 3.059 7.484 -4.105 0.284
H 3.503 7.885 -5.764 0.375
H 2.668 9.083 -4.765 0.291
H 1.492 6.441 -5.788 0.233
H 1.139 8.031 -6.430 0.378
H -0.684 7.378 -4.980 0.301
H 0.147 8.751 -4.287 0.385
H -0.448 7.136 -2.553 0.323
H 1.286 7.337 -2.640 0.354
H 0.763 4.998 -2.316 0.163
H 1.495 5.182 -3.897 0.367
H -1.509 4.911 -3.342 0.232
H -0.446 3.649 -3.983 0.354
H -0.795 5.079 -4.956 0.401
C -5.704 -5.112 -0.913 -1.195
C -4.514 -4.914 -1.842 -0.618
C -3.172 -4.913 -1.107 -0.625
C -2.993 -3.784 -0.087 0.163
C -3.141 -2.369 -0.653 -0.301
C -2.099 -2.036 -1.710 -1.062
H -5.787 -4.303 -0.184 0.289
H -6.633 -5.134 -1.489 0.384
H -5.620 -6.058 -0.371 0.290
H -4.641 -3.989 -2.412 0.274
H -4.506 -5.726 -2.577 0.403
H -2.366 -4.868 -1.847 0.333
H -3.050 -5.871 -0.589 0.266
H -1.999 -3.883 0.366 -0.320
H -3.709 -3.914 0.731 0.324
H -3.045 -1.655 0.172 0.210
H -4.145 -2.226 -1.066 0.371
H -1.089 -2.125 -1.300 0.124
H -2.232 -1.008 -2.059 0.342
H -2.177 -2.693 -2.579 0.380
C -0.133 -8.809 2.657 -1.263
C -0.179 -7.305 2.890 -0.612
C -0.305 -6.500 1.595 0.360
C 0.867 -6.653 0.620 -0.778
C 2.238 -6.281 1.191 -0.599
C 2.335 -4.822 1.609 -0.954
H 0.737 -9.100 2.063 0.294
H -0.072 -9.337 3.612 0.388
H -1.035 -9.149 2.140 0.295
H 0.706 -6.992 3.453 0.296
H -1.041 -7.077 3.526 0.392
H -0.432 -5.443 1.850 -0.255
H -1.225 -6.797 1.080 0.211
H 0.668 -6.029 -0.259 0.366
H 0.906 -7.684 0.253 0.356
H 2.997 -6.479 0.427 0.356
H 2.486 -6.925 2.041 0.284
H 2.139 -4.162 0.759 0.250
H 3.339 -4.602 1.983 0.421
H 1.626 -4.580 2.404 0.195
```

As for the LUMO energy: -0.35 eV. The net charge is 0. The molecular weight comes out at 616.43 g/mol. Its SMILES is CCOCC(=O)O[C@](S)(C[C@H](C)Cl)ON=O.CCCCCC.CCCCCC.CCCCCC.CCCCCC. The value obtained for the energy is -69399.36352 eV. For the highest occupied orbital energy, the calculation gives -0.3593 Eh.

ORCA calculation (ωB97M-V/def2-TZVPD) on a structure of composition C23H37IN4O7P2RuS4.

The geometry in XYZ format:
```
79
Properties=species:S:1:pos:R:3:mulliken_charge:R:1
Ru -0.607 0.219 0.420 1.250
O 3.189 3.298 -2.358 -0.380
C 3.825 3.149 -1.182 0.934
C 5.099 3.677 -0.975 -0.716
C 5.756 3.514 0.228 -0.613
C 5.154 2.802 1.258 -0.867
C 3.890 2.284 1.077 -0.583
C 3.202 2.457 -0.125 0.061
C 1.836 1.925 -0.221 0.874
O 1.257 1.437 0.779 -1.074
N 1.236 2.037 -1.403 -0.509
N 0.026 1.514 -1.543 0.458
C -0.561 1.932 -2.629 -0.435
S -2.109 1.410 -3.202 0.130
C -2.249 2.742 -4.450 -0.670
C -0.872 3.015 -5.003 -0.606
S 0.314 3.083 -3.609 0.037
H 3.715 3.851 -2.953 0.339
H 5.574 4.222 -1.778 0.323
H 6.734 3.947 0.366 0.397
H 5.672 2.660 2.193 0.437
H 3.396 1.741 1.868 0.453
H -2.667 3.610 -3.941 0.317
H -2.939 2.400 -5.221 0.445
H -0.822 3.978 -5.507 0.410
H -0.543 2.228 -5.683 0.285
C -3.654 4.933 2.032 -1.141
C -4.125 3.552 2.441 -0.255
O -2.977 2.748 2.783 -0.360
P -2.748 1.331 2.146 0.780
S -1.051 0.626 2.977 -0.318
S -2.901 1.407 0.106 -0.415
O -4.036 0.547 2.688 -0.346
C -4.506 -0.679 2.134 -0.506
C -3.435 -1.758 2.120 -0.629
H -4.515 5.571 1.853 0.391
H -3.057 4.876 1.124 0.238
H -3.050 5.363 2.827 0.307
H -4.681 3.073 1.629 0.368
H -4.755 3.594 3.331 0.323
H -4.873 -0.482 1.121 0.286
H -5.346 -0.964 2.772 0.351
H -2.649 -1.513 1.388 -0.106
H -3.878 -2.712 1.851 0.523
H -2.985 -1.837 3.108 0.329
C 1.131 -3.255 4.086 -1.400
C 0.157 -3.134 2.929 0.254
O 0.872 -3.041 1.697 -0.024
P 0.659 -1.935 0.542 0.817
O 2.044 -1.179 0.342 -0.338
C 3.345 -1.770 0.168 -0.342
C 3.861 -2.411 1.443 -0.985
O 0.737 -2.917 -0.747 -0.304
C 0.031 -4.153 -0.839 -0.209
C 0.981 -5.305 -0.561 -1.251
H 0.582 -3.514 4.985 0.464
H 1.650 -2.316 4.251 0.296
H 1.863 -4.033 3.888 0.312
H -0.480 -2.255 3.062 -0.152
H -0.464 -4.033 2.864 0.308
H 3.978 -0.926 -0.127 0.395
H 3.304 -2.492 -0.651 0.225
H 3.806 -1.694 2.258 0.260
H 4.894 -2.716 1.304 0.463
H 3.266 -3.281 1.700 0.132
H -0.362 -4.208 -1.859 0.342
H -0.808 -4.162 -0.139 0.294
H 1.850 -5.213 -1.207 0.312
H 0.489 -6.254 -0.753 0.454
H 1.316 -5.274 0.473 0.219
I -4.022 -2.826 -4.464 0.152
C -2.494 -2.039 -3.287 -0.861
C -1.176 -1.854 -3.650 -0.492
N -0.570 -1.295 -2.591 0.124
N -1.413 -1.121 -1.573 0.780
C -2.591 -1.565 -1.975 -0.739
H -0.666 -2.077 -4.565 0.518
H 0.403 -1.039 -2.494 -0.083
H -3.458 -1.516 -1.347 0.540
```

As for the LUMO energy (alpha / beta): -4.36 / -4.00 eV. The net charge is +1. The molecular weight comes out at 899.76 g/mol. As for the spin multiplicity: 2. The value obtained for the energy is -117342.11837 eV. For the highest occupied orbital energy (alpha / beta), the calculation gives -0.3603 / -0.3600 Eh.